54
Properties=species:S:1:pos:R:3 method="wB97M-V/def2-TZVPD" e_lumo_ev=0.6 spin_multiplicity=1 orbital_gap_ev=8.0 total_charge=0 de_lowest_kj_mol=0.0 e_tot_ha=-1410.59427
O 0.33 4.52 3.53
C 0.41 3.38 3.12
C 0.42 2.18 4.08
N 1.21 1.04 3.70
C 0.85 0.05 2.82
C -0.40 0.01 2.20
C -0.74 -1.00 1.30
C 0.19 -1.97 1.05
C 1.43 -1.96 1.69
C 1.78 -0.97 2.57
O 2.16 -3.04 1.29
C 1.34 -3.76 0.39
O 0.13 -3.06 0.21
N 0.47 3.03 1.80
N 0.25 3.95 0.83
C 0.16 3.58 -0.38
C 0.33 2.26 -0.97
C -0.46 1.73 -1.95
N -0.03 0.50 -2.32
C -0.69 -0.32 -3.31
C -2.04 -0.77 -2.83
C -3.20 -0.15 -3.29
C -4.44 -0.53 -2.81
C -4.53 -1.53 -1.86
C -3.39 -2.16 -1.40
C -2.15 -1.78 -1.88
C 1.09 0.20 -1.60
C 1.94 -0.90 -1.66
C 3.06 -0.90 -0.86
C 3.34 0.17 -0.02
C 2.51 1.26 0.06
C 1.36 1.28 -0.73
H -0.62 1.87 4.21
H 0.78 2.55 5.04
H 2.19 1.07 3.94
H -1.14 0.77 2.40
H -1.70 -1.01 0.81
H 2.75 -0.97 3.05
H 1.86 -3.86 -0.57
H 1.14 -4.76 0.80
H 0.53 2.05 1.55
H -0.11 4.38 -1.06
H -1.34 2.16 -2.40
H -0.79 0.25 -4.24
H -0.05 -1.19 -3.51
H -3.13 0.64 -4.03
H -5.33 -0.04 -3.17
H -5.50 -1.83 -1.48
H -3.45 -2.94 -0.66
H -1.26 -2.26 -1.51
H 1.74 -1.73 -2.33
H 3.74 -1.73 -0.90
H 4.24 0.15 0.58
H 2.75 2.10 0.70

57
Properties=species:S:1:pos:R:3 method="wB97M-V/def2-TZVPD" e_lumo_ev="-9.0 / -9.0" spin_multiplicity=1 orbital_gap_ev="4.0 / 4.0" total_charge=+2 e_tot_ha=-1650.52330
Rh 0.48 -0.15 -0.07
O -1.44 4.95 0.73
C -0.14 5.16 0.78
C 0.29 6.50 0.69
C 1.62 6.82 0.73
C 2.58 5.81 0.87
C 2.19 4.48 0.93
C 0.84 4.13 0.88
C 0.48 2.71 0.90
O 1.32 1.79 0.79
N -0.83 2.42 1.03
N -1.15 1.18 0.79
C -2.25 0.62 1.16
C -2.53 -0.69 0.65
C -3.66 -1.42 1.03
C -3.88 -2.66 0.45
C -2.99 -3.12 -0.51
C -1.88 -2.34 -0.82
N -1.64 -1.18 -0.24
H -1.67 4.00 0.84
H -0.47 7.26 0.58
H 1.92 7.86 0.67
H 3.63 6.08 0.92
H 2.93 3.70 1.02
H -2.94 1.12 1.84
H -4.34 -1.03 1.77
H -4.74 -3.25 0.74
H -3.14 -4.06 -1.02
H -1.17 -2.66 -1.57
O 7.18 -1.76 -0.23
C 6.79 -0.44 -0.44
C 5.31 -0.38 -0.64
C 4.66 0.71 -1.21
C 3.28 0.71 -1.29
N 2.53 -0.30 -0.85
C 3.15 -1.39 -0.35
C 4.53 -1.46 -0.23
C 2.29 -2.49 0.08
C 2.66 -3.81 -0.15
C 1.80 -4.84 0.23
C 2.19 -6.28 -0.01
O 3.20 -6.64 0.89
C 0.64 -4.49 0.90
C 0.34 -3.15 1.11
N 1.13 -2.17 0.67
H 8.14 -1.83 -0.21
H 7.30 0.01 -1.31
H 7.03 0.19 0.44
H 5.23 1.55 -1.59
H 2.75 1.55 -1.73
H 5.01 -2.32 0.20
H 3.60 -4.04 -0.64
H 2.62 -6.38 -1.01
H 1.32 -6.94 0.07
H 2.84 -6.83 1.76
H -0.04 -5.25 1.26
H -0.55 -2.87 1.66

60
Properties=species:S:1:pos:R:3 method="wB97M-V/def2-TZVPD" e_lumo_ev=-6.0 spin_multiplicity=1 orbital_gap_ev=6.6 total_charge=+2 de_lowest_kj_mol=40.8 e_tot_ha=-11756.23326
Al 0.28 0.68 -0.45
Br 0.42 1.22 2.34
C 0.15 3.07 2.98
Br -0.48 4.28 1.67
H 1.13 3.38 3.32
H -0.56 2.97 3.78
Br -4.44 -2.57 5.17
C -5.10 -2.02 3.49
C -4.99 -0.69 3.12
C -5.44 -0.28 1.88
C -6.02 -1.21 1.01
C -6.19 -2.53 1.43
C -5.71 -2.95 2.66
N -6.57 -0.93 -0.29
N -6.06 -0.13 -1.09
C -4.74 0.40 -0.90
C -4.56 1.76 -0.93
C -3.27 2.34 -0.81
C -2.17 1.54 -0.70
O -0.89 1.96 -0.60
C -2.34 0.14 -0.75
N -1.18 -0.59 -0.69
C -1.25 -1.91 -0.77
C -2.46 -2.58 -0.94
C -3.63 -1.86 -1.00
C -3.61 -0.46 -0.87
H -4.56 0.03 3.81
H -5.39 0.76 1.61
H -6.71 -3.22 0.77
H -5.83 -3.97 2.98
H -5.43 2.39 -1.01
H -3.16 3.42 -0.83
H -0.33 -2.46 -0.70
H -2.46 -3.66 -1.03
H -4.57 -2.37 -1.16
C 2.30 -1.60 -0.61
O 1.46 -0.72 0.21
H 2.09 -2.63 -0.34
H 3.34 -1.36 -0.43
H 2.03 -1.42 -1.65
H 1.48 -0.98 1.14
C 4.13 1.75 0.67
N 4.39 1.22 -0.66
C 3.56 1.21 -1.70
Se 1.79 1.88 -1.84
N 4.22 0.75 -2.77
C 5.54 0.46 -2.43
C 6.60 -0.03 -3.17
C 7.79 -0.21 -2.48
C 7.91 0.10 -1.11
C 6.84 0.58 -0.38
C 5.65 0.76 -1.08
H 3.08 2.00 0.76
H 4.73 2.64 0.84
H 4.40 1.00 1.42
H 3.80 0.69 -3.69
H 6.52 -0.27 -4.22
H 8.65 -0.58 -3.01
H 8.86 -0.05 -0.62
H 6.94 0.83 0.67

67
Properties=species:S:1:pos:R:3 method="wB97M-V/def2-TZVPD" e_lumo_ev="3.9 / 3.0" spin_multiplicity=2 orbital_gap_ev="6.4 / 5.5" total_charge=-2 de_lowest_kj_mol=37.1 e_tot_ha=-5667.70021
Tl 0.49 -0.50 -0.99
O -3.87 -3.50 -1.92
C -4.75 -2.95 -1.17
C -6.14 -3.27 -1.27
C -7.09 -2.70 -0.45
C -6.73 -1.77 0.53
C -5.39 -1.41 0.63
C -4.41 -1.96 -0.18
C -2.96 -1.48 -0.14
O -2.06 -2.48 -0.55
N -2.63 -1.04 1.19
N -1.42 -0.56 1.46
C -1.20 -0.24 2.68
C 0.05 0.29 3.20
Br 1.59 0.19 2.10
C 0.21 0.76 4.44
C -0.87 1.07 5.39
C -0.69 0.84 6.75
C -1.69 1.13 7.66
C -2.89 1.68 7.23
C -3.06 1.96 5.88
C -2.07 1.66 4.96
H -2.60 -3.02 -1.22
H -6.41 -3.99 -2.03
H -8.13 -2.97 -0.57
H -7.47 -1.34 1.19
H -5.12 -0.66 1.37
H -2.85 -0.61 -0.81
H -3.23 -1.32 1.95
H -1.99 -0.38 3.42
H 1.22 0.96 4.78
H 0.25 0.42 7.09
H -1.53 0.94 8.72
H -3.68 1.90 7.94
H -3.98 2.43 5.54
H -2.18 1.92 3.92
C -5.51 3.10 -3.67
C -4.44 3.25 -2.62
C -3.38 4.12 -2.80
C -2.38 4.22 -1.85
C -2.44 3.42 -0.71
C -3.50 2.56 -0.50
C -4.50 2.48 -1.46
S -1.09 3.49 0.43
O -0.62 4.86 0.42
O -1.54 2.94 1.69
N 0.03 2.47 -0.17
C 0.83 3.00 -1.14
C 0.21 2.67 -2.81
O 0.43 3.65 -3.49
O -0.25 1.55 -2.93
H -5.45 3.89 -4.42
H -6.51 3.12 -3.23
H -5.41 2.14 -4.18
H -3.31 4.71 -3.71
H -1.56 4.91 -1.98
H -3.52 1.96 0.39
H -5.32 1.80 -1.32
H 1.78 2.46 -1.23
H 0.95 4.08 -1.13
F 1.96 -2.74 0.27
P 3.24 -3.25 -0.60
F 2.73 -2.32 -1.85
F 4.52 -3.72 -1.47
F 3.74 -4.15 0.65
F 4.10 -1.99 -0.04
F 2.38 -4.48 -1.17